# 1
11
Properties=species:S:1:pos:R:3:forces:R:3 method="wB97M-V/def2-TZVPD" homo_lumo_gap_ev=10.9 e_tot_ev=-6289.954 smiles=C#CCOC
C 0.27895 0.72493 -1.67247 -0.07 0.07 -0.41
O 0.57852 0.66931 -0.30172 0.18 0.12 0.03
C -0.48450 0.20565 0.49671 -0.17 -0.12 0.05
C 0.01878 -0.75479 1.48305 0.06 -0.44 0.32
C 0.41637 -1.57426 2.26828 -0.16 0.35 -0.15
H 0.09909 -0.27240 -2.10172 0.06 0.08 0.15
H 1.14722 1.16724 -2.16250 -0.10 -0.05 0.00
H -0.60189 1.34620 -1.89105 0.11 0.00 0.12
H -0.97365 1.04538 1.01211 0.07 -0.11 -0.09
H -1.24185 -0.28582 -0.12958 0.04 0.01 0.15
H 0.76296 -2.27144 2.99887 -0.03 0.10 -0.17

---

# 2
11
Properties=species:S:1:pos:R:3:forces:R:3 method="wB97M-V/def2-TZVPD" homo_lumo_gap_ev=9.5 e_tot_ev=-6288.140 smiles="COC1=CC1"
C 1.35891 -0.71340 -0.10649 0.12 -0.70 -0.11
C 1.68329 0.73361 0.09841 -0.83 0.48 -0.02
C 0.38117 0.69211 0.02731 2.18 -3.42 -1.10
C -1.86363 0.08830 -0.04033 -0.32 -0.48 -0.08
O -0.85860 1.09560 -0.02505 0.25 0.72 -0.01
H 1.28940 -1.28999 0.81448 0.04 0.02 0.06
H 2.50148 1.39493 0.28038 0.36 0.21 0.05
H 1.88794 -1.52672 -0.90556 -1.92 2.92 1.15
H -2.12553 -0.14706 -1.07546 0.06 0.03 0.10
H -2.73359 0.49257 0.47169 0.05 0.05 -0.01
H -1.52083 -0.81995 0.46062 0.01 0.17 -0.05

---

# 3
11
Properties=species:S:1:pos:R:3:forces:R:3 method="wB97M-V/def2-TZVPD" homo_lumo_gap_ev=10.6 e_tot_ev=-6291.838 smiles="O=C1CCC1"
C -0.19033 0.46246 1.04144 -0.37 0.34 0.62
C 0.98164 -0.30031 0.42512 0.41 -0.33 0.08
C 0.12591 -0.45156 -0.86821 0.18 -0.46 -0.30
C -0.99180 0.44061 -0.26723 -0.12 -0.17 0.04
H 1.87839 0.33485 0.32831 -0.35 -0.17 -0.03
H 1.29368 -1.23694 0.92977 -0.28 0.55 -0.16
H 0.60549 -0.07027 -1.78064 -0.24 -0.15 0.30
H -0.20583 -1.49498 -1.03726 0.23 0.61 0.04
H -1.08498 1.43161 -0.72177 -0.03 -0.12 0.09
H -1.98732 -0.02327 -0.18382 0.33 0.25 -0.01
O -0.42483 0.90779 2.13428 0.25 -0.35 -0.68

---

# 4
11
Properties=species:S:1:pos:R:3:forces:R:3 method="wB97M-V/def2-TZVPD" homo_lumo_gap_ev=11.2 e_tot_ev=-6289.881 smiles=C#C[C@@H](C)O
C 1.23037 1.47597 1.21108 1.46 1.37 0.69
C 0.41677 0.63974 0.96859 -2.29 -0.61 -1.81
C -0.43140 -0.22201 -1.29497 -1.30 0.29 -0.30
C -0.59527 -0.27147 0.26553 1.29 0.36 0.37
O -0.34289 -1.57303 0.75660 2.04 -1.10 0.87
H 1.96834 2.24745 1.44977 -0.72 -0.86 -0.13
H -0.02229 -1.24326 -1.53998 -0.50 1.30 -0.32
H 0.21380 0.61129 -1.56651 0.50 -0.38 -0.04
H -1.41147 0.07504 -1.88136 1.64 -1.20 1.37
H -1.63713 -0.10808 0.52783 0.09 0.63 0.24
H 0.61118 -1.63165 1.10343 -2.23 0.20 -0.93

---

# 5
12
Properties=species:S:1:pos:R:3:forces:R:3 method="wB97M-V/def2-TZVPD" homo_lumo_gap_ev="7.5 / 6.3" e_tot_ev=-8333.210 smiles="C=C=O.C=CO"
C -1.17758 -0.36059 0.03343 -1.47 -4.54 -0.65
C 0.85902 0.08967 0.33067 1.41 -4.49 0.02
C -2.18734 0.42332 -0.37767 -0.55 1.62 1.39
C 1.64180 1.10131 -0.08330 1.03 -0.23 -1.30
O -1.07642 -1.56558 0.17028 0.08 2.26 0.42
O 1.24623 -1.35710 -0.43194 0.13 3.63 0.36
H 1.11451 -2.15651 0.10255 -0.61 0.92 0.46
H 0.82369 -0.07169 1.40441 -0.24 -0.30 -0.12
H -3.05190 -0.03082 -0.83680 0.44 -0.48 -0.63
H -2.51963 1.24369 0.23850 0.71 0.75 -0.29
H 2.39955 1.50510 0.57059 -0.78 0.99 0.62
H 1.92807 1.17919 -1.12073 -0.16 -0.13 -0.27

---

# 6
12
Properties=species:S:1:pos:R:3:forces:R:3 method="wB97M-V/def2-TZVPD" homo_lumo_gap_ev=9.3 e_tot_ev=-8336.514
O 2.23682 -0.85757 0.49990 -0.54 0.57 0.10
C 1.44594 0.02876 0.71061 0.08 -0.21 0.01
C 0.31176 0.38335 -0.24733 0.03 -0.23 -0.13
C -0.25202 -0.81181 -1.00275 0.11 0.31 -0.10
C -1.60684 0.41229 1.12964 0.18 0.38 -0.28
O -0.76668 1.11775 0.42520 -0.25 -0.33 -0.03
H 1.52624 0.69462 1.59430 0.01 -0.14 -0.02
H 0.70346 1.15834 -0.91635 0.13 -0.23 -0.02
H 0.54177 -1.51822 -1.24702 -0.03 0.14 -0.02
H -0.75764 -0.47837 -1.91252 0.10 -0.09 0.07
H -0.97960 -1.29346 -0.35493 0.05 -0.15 0.01
H -2.40320 1.16434 1.32123 0.13 -0.01 0.39

---

# 7
12
Properties=species:S:1:pos:R:3:forces:R:3 method="wB97M-V/def2-TZVPD" homo_lumo_gap_ev=8.5 e_tot_ev=-8336.027
C -1.17252 -0.34132 -0.42304 -0.23 0.08 -0.25
C 0.34333 -0.29080 -0.57607 0.13 -0.05 -0.06
C 0.41611 1.13642 -0.48039 -0.04 0.17 0.01
O 0.70247 1.31984 0.76659 -0.04 -0.02 -0.09
C 0.89024 -0.35867 0.87411 0.16 -0.17 0.02
O 0.08526 -0.94534 1.70233 -0.13 0.03 -0.16
H -1.69567 -0.59402 -1.34465 0.07 0.02 0.14
H -0.78357 -1.02164 1.07501 0.15 0.01 0.24
H -1.63456 0.50640 0.08874 0.07 -0.09 -0.02
H 0.73628 -0.89267 -1.39288 -0.05 0.11 0.15
H 0.20564 1.95562 -1.16289 0.03 -0.13 0.06
H 1.95182 -0.44045 1.09940 -0.13 0.03 -0.04

---

# 8
12
Properties=species:S:1:pos:R:3:forces:R:3 method="wB97M-V/def2-TZVPD" homo_lumo_gap_ev=10.5 e_tot_ev=-8339.710 smiles="CC(=O)CC=O"
C -0.88483 0.51684 1.27282 -0.10 0.00 0.01
C -0.71622 -0.50831 0.17785 -0.20 -0.08 -0.11
O -1.64212 -1.11953 -0.30534 0.35 0.23 0.19
C 0.70762 -0.70351 -0.34920 0.09 -0.05 0.04
C 0.96310 0.32915 -1.42994 0.16 0.27 0.06
O 1.69161 1.28009 -1.28787 -0.32 -0.41 -0.07
H -0.42100 1.46535 0.97684 -0.03 -0.15 0.03
H -0.37482 0.18091 2.18308 -0.04 0.02 -0.14
H -1.94604 0.66460 1.48039 0.16 -0.02 -0.03
H 1.45437 -0.56899 0.43839 -0.13 -0.01 -0.09
H 0.76742 -1.70577 -0.78463 -0.02 0.14 0.04
H 0.40089 0.16917 -2.37238 0.08 0.04 0.07

---

# 9
12
Properties=species:S:1:pos:R:3:forces:R:3 method="wB97M-V/def2-TZVPD" homo_lumo_gap_ev=11.3 e_tot_ev=-8339.435 smiles="O=C1CCCO1"
O 2.35346 0.99964 0.32865 -0.64 -0.36 -0.71
C 1.28649 0.62284 -0.06371 -0.67 0.75 0.38
C 0.81938 -0.74301 -0.53559 -1.41 -0.05 0.69
C -0.60737 -0.68338 0.35866 1.50 -0.86 -0.92
C -1.04499 0.72843 0.07884 -0.36 -0.32 0.60
O 0.16583 1.47527 -0.00438 0.60 -0.02 0.32
H 0.55178 -0.69918 -1.59930 0.00 0.14 0.20
H 1.64922 -1.48593 -0.44947 -1.15 0.35 0.57
H -1.51406 -1.31941 0.27015 1.17 -0.36 -0.51
H -0.30463 -0.69601 1.41412 0.01 -0.24 -0.24
H -1.65213 0.89395 0.99155 0.38 1.22 -0.46
H -1.70297 0.90679 -0.78952 0.57 -0.24 0.10

---

# 10
12
Properties=species:S:1:pos:R:3:forces:R:3 method="wB97M-V/def2-TZVPD" homo_lumo_gap_ev=8.4 e_tot_ev=-8334.705
C 0.77934 1.26899 -1.24205 0.48 0.30 -0.25
C -0.64232 0.41443 -0.44626 -0.25 -0.52 -0.02
O -0.19386 -0.12351 -1.53349 -0.10 0.26 0.26
C -0.92312 -0.63049 0.65481 -0.06 0.09 0.10
C 0.27885 -1.02031 1.48173 0.06 0.10 0.23
O 0.42266 -0.72438 2.64360 -0.03 -0.10 -0.51
H 1.26263 1.50950 -0.28666 -0.19 -0.13 -0.05
H 0.27332 2.12585 -1.67082 0.06 -0.19 0.09
H 1.54779 0.85033 -1.90629 -0.08 0.00 0.16
H -1.69553 -0.25068 1.32775 0.10 -0.03 -0.09
H -1.27304 -1.52551 0.11917 0.04 0.11 0.05
H 1.04665 -1.61909 0.94845 -0.03 0.11 0.05

---

# 11
12
Properties=species:S:1:pos:R:3:forces:R:3 method="wB97M-V/def2-TZVPD" homo_lumo_gap_ev="8.4 / 7.7" e_tot_ev=-8336.769
C 0.67836 -1.14976 0.48078 0.06 -0.08 0.02
C -0.31669 -0.35777 1.31308 -0.08 -0.01 -0.12
O -0.52132 -0.66584 2.48304 0.00 0.15 -0.21
C -1.12332 0.67813 0.70438 0.10 -0.31 0.28
C -0.03578 1.16121 -1.37048 0.96 -0.12 -0.72
O -0.98928 1.18273 -0.51310 -0.91 0.21 0.44
H 0.29038 -1.36679 -0.52301 0.06 0.07 0.16
H 1.63567 -0.62726 0.36870 -0.16 -0.04 0.06
H 0.86010 -2.08552 1.01218 -0.01 0.11 -0.08
H -2.03196 1.01092 1.18680 0.15 0.00 -0.01
H -0.24076 1.64783 -2.31371 -0.07 0.00 0.19
H 0.92770 0.73676 -1.13234 -0.10 0.02 -0.02

---

# 12
12
Properties=species:S:1:pos:R:3:forces:R:3 method="wB97M-V/def2-TZVPD" homo_lumo_gap_ev="7.4 / 7.4" e_tot_ev=-8336.225
C -0.47254 -1.04587 0.44229 -0.03 -0.49 -0.10
C -1.31914 -0.20414 -0.48069 0.13 1.50 0.55
C 0.36085 0.00479 1.08662 0.25 0.46 -0.38
C 1.16286 0.63821 0.09673 -0.28 -0.78 1.08
O 0.02816 0.86513 -1.22906 -0.37 -0.18 -0.16
O -2.34852 0.32776 -0.55278 0.86 -0.77 -0.41
H 0.38066 0.46936 -2.04064 -0.16 0.02 0.02
H -1.17397 -1.56396 1.09810 0.04 0.00 -0.05
H 0.10729 -1.77297 -0.13568 -0.06 0.04 0.01
H -0.16209 0.64154 1.79136 -0.03 0.04 -0.04
H 1.53265 1.63169 0.32472 -0.09 0.04 -0.20
H 1.90380 0.00845 -0.40096 -0.26 0.12 -0.33

---

# 13
12
Properties=species:S:1:pos:R:3:forces:R:3 method="wB97M-V/def2-TZVPD" homo_lumo_gap_ev=10.4 e_tot_ev=-8338.965 smiles="O=C=CC=O.C"
C 2.43964 0.00565 0.04279 0.00 0.00 0.02
C -0.89243 1.07206 -0.02121 0.17 0.82 0.16
O -0.59383 2.17449 0.17712 -0.28 -1.07 -0.19
C -1.26271 -0.18273 -0.23961 0.01 0.02 0.01
C -2.62192 -0.62335 0.08960 -0.04 -0.20 -0.05
O -3.01423 -1.75494 -0.08377 0.15 0.41 0.06
H 2.57609 -0.76052 -0.72426 -0.02 0.12 0.11
H 3.39362 0.19555 0.53981 -0.14 -0.03 -0.08
H 2.08780 0.93243 -0.41853 0.06 -0.14 0.06
H -0.54058 -0.87333 -0.66147 -0.08 0.11 0.06
H 1.71405 -0.34191 0.78322 0.11 0.05 -0.10
H -3.28551 0.15660 0.51630 0.07 -0.10 -0.05

---

# 14
12
Properties=species:S:1:pos:R:3:forces:R:3 method="wB97M-V/def2-TZVPD" homo_lumo_gap_ev=9.9 e_tot_ev=-8336.479 smiles="O=CC1C=C1.O"
O -0.58525 -1.68489 -0.83414 -0.49 -0.52 -0.76
C 0.91695 -0.41119 0.28495 0.68 0.64 0.14
C 1.03413 0.58535 -0.53915 0.64 -0.01 0.66
C 0.14087 0.79562 0.66368 -0.08 0.34 0.46
C -1.34079 0.95811 0.55216 -0.06 0.17 0.17
O -1.97318 1.60808 1.35269 0.20 -0.32 -0.37
H 0.08890 -2.33311 -1.07421 -0.22 -0.06 -0.10
H 1.33017 -1.28900 0.75087 -0.13 0.00 -0.17
H 1.74003 1.09033 -1.16988 -0.18 0.08 -0.27
H -0.30648 -0.88273 -1.31361 -0.32 -0.62 0.09
H 0.53292 1.31602 1.53438 -0.15 0.28 0.04
H -1.84404 0.48690 -0.32043 0.11 0.02 0.10

---

# 15
12
Properties=species:S:1:pos:R:3:forces:R:3 method="wB97M-V/def2-TZVPD" homo_lumo_gap_ev=10.9 e_tot_ev=-8336.828 smiles="CC(=O)O.C#C"
C -0.83567 0.22847 2.34234 5.01 1.08 -0.73
C -1.91372 0.74970 2.41237 -3.17 0.07 -0.45
C 0.38581 -0.04033 -1.59796 -2.81 -1.45 -1.02
C 1.17328 -1.02366 -0.73719 -1.35 -2.17 0.26
H 0.39662 0.29084 2.16537 -4.27 -0.68 0.83
H -3.02415 1.00321 2.32475 2.42 -0.43 0.42
H -0.02090 1.89403 -1.79316 1.01 -2.14 0.77
H 0.63712 -2.10680 -0.69513 0.76 2.86 -0.32
H 2.19429 -1.33660 -1.07033 -0.61 1.19 0.60
H 0.99544 -0.54273 0.25590 1.20 -0.81 -0.48
O -0.56287 -0.34335 -2.30284 1.14 -0.33 0.05
O 0.57474 1.22723 -1.30412 0.67 2.81 0.09

---

# 16
12
Properties=species:S:1:pos:R:3:forces:R:3 method="wB97M-V/def2-TZVPD" homo_lumo_gap_ev=11.4 e_tot_ev=-8339.286 smiles="C[C@@H]1CC(=O)O1"
C 1.35611 0.09142 -0.79172 0.10 -1.49 -0.89
C 0.39851 -0.33351 0.28773 0.49 -0.24 2.24
C -1.10707 -0.50862 0.04628 -0.14 -2.50 -2.14
C -1.27996 0.66660 0.93023 -0.52 0.23 1.38
H 1.52889 -0.70214 -1.54947 -0.25 0.38 0.42
H 2.33514 0.46667 -0.53150 0.22 -0.30 0.94
H 0.92647 0.93292 -1.26728 -0.79 0.82 -0.85
H 0.75411 -0.93204 1.12760 0.62 -1.10 -0.96
H -1.64305 -1.50907 0.18365 0.78 1.58 0.17
H -1.17022 -0.24733 -1.00163 -0.92 0.22 -0.39
O -2.15924 1.26115 1.48553 0.66 -0.34 -0.68
O 0.06032 0.81396 1.08058 -0.26 2.73 0.75

---

# 17
12
Properties=species:S:1:pos:R:3:forces:R:3 method="wB97M-V/def2-TZVPD" homo_lumo_gap_ev="8.1 / 7.9" e_tot_ev=-8336.399
C -1.37525 -0.23957 0.21109 0.17 -1.86 0.12
C 1.29059 0.06789 0.45762 -2.94 0.44 -0.72
C -2.09195 1.02547 -0.21408 -0.97 1.32 2.94
C 2.14355 -0.97908 -0.11223 -0.20 -0.29 0.45
O -1.77466 -1.37392 0.21763 0.50 2.12 0.03
O 1.56210 1.09200 0.95408 0.49 0.31 0.21
H -1.78344 1.12964 -1.21901 0.35 0.76 -1.10
H -3.20164 1.00920 -0.13703 0.53 -0.78 -0.34
H -1.88929 1.94235 0.48509 0.53 -1.71 -1.60
H 3.01016 -0.72055 0.42168 1.94 -0.51 0.46
H 2.32825 -0.99024 -1.15886 -0.10 0.72 -0.97
H 1.78158 -1.96317 0.09400 -0.28 -0.53 0.54

---

# 18
12
Properties=species:S:1:pos:R:3:forces:R:3 method="wB97M-V/def2-TZVPD" homo_lumo_gap_ev=11.4 e_tot_ev=-8339.182 smiles="O=COC1CC1"
O -1.03832 2.47908 0.34880 -0.09 -0.25 -0.41
C -1.30323 1.72216 -0.54743 -0.06 0.23 0.29
O -0.83765 0.47586 -0.69432 -0.04 0.12 -0.03
C 0.06981 0.03191 0.30033 0.10 0.00 0.17
C 1.27738 -0.70320 -0.16923 0.15 0.05 -0.08
C 0.14501 -1.43772 0.51314 -0.11 -0.12 0.08
H -1.99425 1.94632 -1.37149 0.08 0.00 0.05
H 0.14419 0.71086 1.13982 0.00 -0.12 -0.10
H 1.38239 -0.85172 -1.23919 -0.07 0.03 0.15
H 2.20844 -0.52712 0.35869 -0.13 -0.09 -0.03
H -0.48394 -2.06250 -0.11307 0.10 0.13 0.05
H 0.26207 -1.78933 1.53226 0.06 0.03 -0.13

---

# 19
12
Properties=species:S:1:pos:R:3:forces:R:3 method="wB97M-V/def2-TZVPD" homo_lumo_gap_ev="8.6 / 8.5" e_tot_ev=-8336.531
C -1.54731 -0.34990 -0.34487 -0.05 -0.07 0.00
C -0.52727 -0.47017 0.75901 -0.01 -0.45 0.12
O -0.39214 -1.44650 1.46375 -0.44 0.16 -0.11
C 0.53010 0.60483 0.87693 1.11 -1.37 -0.21
C 1.67939 0.15832 -0.06399 -0.82 1.50 0.15
O 0.46063 1.71985 0.13204 2.21 -0.89 -1.21
H -1.12495 0.16686 -1.21233 -0.02 -0.07 0.17
H -1.89535 -1.34931 -0.61421 -0.01 0.16 0.06
H -2.40060 0.25042 -0.00999 0.13 -0.06 0.03
H 0.85147 0.77421 1.91801 -0.05 -0.37 -0.20
H 1.54695 -0.13076 -1.11764 -0.92 0.25 0.68
H 2.77743 0.07643 0.14340 -1.13 1.22 0.51

---

# 20
12
Properties=species:S:1:pos:R:3:forces:R:3 method="wB97M-V/def2-TZVPD" homo_lumo_gap_ev=9.1 e_tot_ev=-8336.923
C 0.86742 1.18099 0.14923 0.09 0.05 -0.02
C 0.07207 -0.09541 -0.00327 -0.13 0.36 0.13
C -0.47119 -0.77712 1.12535 0.05 0.13 -0.07
O -0.41774 -2.03241 0.97407 0.06 0.02 -0.30
C -0.70111 -0.24299 -1.26203 0.12 -0.09 -0.09
O -0.52069 0.44843 -2.24023 -0.08 -0.16 0.27
H 0.98088 1.64630 -0.83235 -0.01 -0.07 0.11
H 0.36343 1.90565 0.80185 0.01 -0.15 -0.08
H 1.86013 0.99380 0.56600 -0.09 0.02 -0.05
H 0.25766 -1.60390 -0.03925 -0.06 -0.18 0.12
H -0.87861 -0.36351 2.05148 0.00 0.00 -0.10
H -1.44664 -1.06447 -1.27719 0.03 0.08 0.08